1.
Formula: AgClH10O5
Source: the OMol25 dataset
Level of theory: ωB97M-V with the def2-TZVPD basis set

```
! wB97M-V def2-TZVPD RIJCOSX def2/J DEFGRID3
* xyz 1 2
Ag 2.25434 -1.92165 -2.76596
Cl 0.63817 -0.94726 -0.87332
O -1.25389 1.49662 0.59872
H -0.85516 0.72289 0.17404
H -2.22154 1.37023 0.49562
O -1.00400 -1.07279 1.88754
H -0.33038 -1.14617 1.17739
H -0.75761 -0.28406 2.40942
O -2.71707 -1.24541 -0.99098
H -1.77084 -1.42725 -1.04474
H -3.04470 -1.33501 -1.89512
O 2.60558 -0.27921 1.73027
H 2.08364 -0.35671 0.91781
H 1.98209 -0.03575 2.42303
O 1.29963 2.33898 -1.71747
H 1.94183 2.69419 -1.08828
H 1.14992 1.42837 -1.43798
*
```

**Orbital gap (alpha / beta)**: 8.9 / 4.0 eV
**Energy relative to the best compared isomer or geometry (same formula, charge and spin)**: 84.9 kcal per mole
**LUMO level (alpha / beta)**: -5.75 / -10.44 eV
**HOMO level (alpha / beta)**: -0.5371 / -0.5289 hartree



2.
Formula: AgF3V
Source: the OMol25 dataset
Level of theory: ωB97M-V with the def2-TZVPD basis set

```
! wB97M-V def2-TZVPD RIJCOSX def2/J DEFGRID3
* xyz 1 5
Ag 0.59600 1.48166 0.51753
V -0.46046 -1.40166 -0.42757
F 1.15191 -0.64148 0.90623
F 0.31766 0.41366 -1.50705
F -1.60511 0.14781 0.51086
*
```

**Orbital gap (alpha / beta)**: 9.2 / 6.0 eV
**Energy relative to the best compared isomer or geometry (same formula, charge and spin)**: 0.0 kcal per mole
**LUMO level (alpha / beta)**: -6.11 / -10.15 eV
**HOMO level (alpha / beta)**: -0.5622 / -0.5925 hartree